17
Properties=species:S:1:pos:R:3:forces:R:3:lowdin_charge:R:1 method="wB97M-V/def2-TZVPD" smiles="CC1(O)CC=CC1" fmax_ha_per_bohr=0.0070 e_above_lowest_ev=0.071
C -1.800745 -0.586828 -0.375728 -0.050 0.002 -0.055 -0.032
C -0.513724 -0.102823 0.275976 -0.014 -0.052 -0.355 -0.557
O -0.793303 -0.092957 1.676010 0.131 -0.103 0.181 -0.021
C -0.039193 1.309345 -0.170696 -0.056 0.007 0.025 -0.113
C 1.462140 1.183381 -0.251480 0.053 -0.140 0.023 -0.089
C 1.859879 -0.085245 -0.178268 -0.032 0.152 -0.005 -0.093
C 0.688547 -1.024965 -0.051518 -0.019 -0.057 0.024 -0.125
H -1.933973 -1.653108 -0.160929 -0.029 0.164 -0.024 0.087
H -1.782804 -0.448736 -1.461367 0.024 -0.015 0.138 0.085
H -2.658632 -0.050897 0.041505 0.121 -0.008 -0.100 0.088
H -0.003470 -0.351414 2.159732 0.058 0.121 0.004 0.093
H -0.454996 1.594753 -1.147523 0.040 -0.084 0.140 0.117
H -0.371989 2.059112 0.555373 0.029 -0.105 -0.096 0.118
H 2.123180 2.035604 -0.388433 -0.104 -0.138 0.045 0.101
H 2.888826 -0.428174 -0.248237 -0.152 0.083 0.023 0.100
H 0.808934 -1.795934 0.721665 -0.011 0.104 -0.098 0.120
H 0.521322 -1.561112 -0.996088 0.010 0.070 0.128 0.120